# 1
The following is a quantum chemistry calculation of a structure of composition C13H8NO13OsS4, from the OMol25 dataset.

```
! wB97M-V def2-TZVPD RIJCOSX def2/J DEFGRID3
* xyz -1 5
Os -0.7962 1.3289 -1.4762
O 3.4247 2.4778 -1.1274
S 2.4455 1.5365 -1.5749
O 1.2181 1.5373 -0.6588
O 2.0829 1.5593 -2.9657
C 3.0832 -0.1003 -1.3036
C 4.4546 -0.2146 -1.1491
C 5.0523 -1.4637 -1.0643
C 4.2795 -2.6075 -1.1402
C 2.9044 -2.5085 -1.2940
C 2.2973 -1.2612 -1.3693
S 0.5149 -1.3422 -1.4208
O 0.1779 -2.6402 -1.8999
O 0.0139 -0.9380 -0.1196
O 0.0175 -0.2605 -2.4136
H 5.0381 0.6945 -1.0969
H 6.1260 -1.5392 -0.9467
H 4.7406 -3.5849 -1.0791
H 2.2885 -3.3937 -1.3515
O -1.5450 5.0429 -1.7831
S -0.6419 4.0536 -1.3051
O 0.4172 4.4358 -0.4382
O -0.1799 3.0920 -2.4308
O -1.4977 2.8746 -0.5650
O -3.7426 -3.3833 1.1717
S -4.2059 -2.0346 1.0537
O -5.6007 -1.7480 1.2200
N -3.6747 -1.3830 -0.3610
C -2.8704 -0.4104 -0.1325
O -2.3915 0.2858 -1.1395
C -2.5852 -0.0750 1.2922
C -1.8095 0.9208 1.8556
C -1.7249 0.9806 3.2408
C -2.4044 0.0664 4.0423
C -3.1969 -0.9248 3.4742
C -3.2669 -0.9629 2.0984
H -1.2723 1.6491 1.2588
H -1.1163 1.7491 3.6983
H -2.3154 0.1294 5.1193
H -3.7386 -1.6378 4.0814
*
```

## Properties
LUMO level (alpha / beta): 2.065 / -0.209 eV
HOMO (alpha / beta): -7.1 / -7.6 eV
F_max: 0.93 eV/A
Energy above the lowest of the compared OMol25 structures with the same formula, charge and spin: 0.365 eV



# 2
The following is a quantum chemistry calculation of a structure of composition C13H9Cl6F7N3O4PPd at a distorted geometry, from the OMol25 dataset.

```
! wB97M-V def2-TZVPD RIJCOSX def2/J DEFGRID3
* xyz 1 6
Pd 0.2788 -0.1616 -0.0941
Cl -0.4578 2.5680 2.2250
C -0.9331 1.0210 2.7329
C -0.7107 -0.0500 1.9201
C -1.0521 -1.3219 2.3646
Cl -0.6449 -2.6059 1.3438
C -1.6713 -1.5423 3.6319
Cl -2.0644 -3.1047 4.1259
C -1.9392 -0.4452 4.4356
Cl -2.7004 -0.6607 5.9446
C -1.5772 0.8421 4.0011
Cl -1.9102 2.1821 4.9628
Cl 2.1098 -0.3535 -2.3389
C 0.5213 -0.9613 -2.5072
H 0.4403 -2.0385 -2.4540
H -0.0768 -0.4479 -3.2480
F 2.1715 0.5943 0.9485
P 3.0554 -0.8353 1.3836
F 3.7400 -2.2009 1.7060
F 2.0059 -1.6284 0.2742
F 3.9078 0.0108 2.3889
F 4.0082 -0.5238 0.1611
F 1.9074 -1.0817 2.5029
F -4.9405 4.6762 -1.3332
C -4.7784 3.6067 -0.5569
C -4.4755 2.4155 -1.0863
N -4.3011 1.2945 -0.3056
C -3.8081 0.0577 -0.8651
C -2.2869 -0.0062 -0.7403
O -1.6955 -1.1002 -0.8569
O -1.6609 1.0517 -0.4557
C -4.2701 1.3827 1.0823
O -3.8820 0.4617 1.7786
N -4.6755 2.5923 1.5794
C -4.9407 3.7856 0.8851
O -5.2408 4.7962 1.4596
H -4.3727 2.3010 -2.1563
H -4.1079 -0.0425 -1.9068
H -4.2019 -0.7807 -0.2963
H -4.7352 2.6535 2.5861
N 0.7950 1.9884 -0.8501
H 1.6180 2.3338 -0.3656
H -0.0088 2.5654 -0.6265
H 0.9615 2.0055 -1.8495
*
```

## Properties
LUMO level (alpha / beta): -4.025 / -7.747 eV
HOMO (alpha / beta): -12.1 / -12.2 eV
F_max: 1.77 eV/A



Among the records above, which one has the lowest F_max? C13H8NO13OsS4



What did the second record say?
The following is a quantum chemistry calculation of a structure of composition C13H9Cl6F7N3O4PPd at a distorted geometry, from the OMol25 dataset.

```
! wB97M-V def2-TZVPD RIJCOSX def2/J DEFGRID3
* xyz 1 6
Pd 0.2788 -0.1616 -0.0941
Cl -0.4578 2.5680 2.2250
C -0.9331 1.0210 2.7329
C -0.7107 -0.0500 1.9201
C -1.0521 -1.3219 2.3646
Cl -0.6449 -2.6059 1.3438
C -1.6713 -1.5423 3.6319
Cl -2.0644 -3.1047 4.1259
C -1.9392 -0.4452 4.4356
Cl -2.7004 -0.6607 5.9446
C -1.5772 0.8421 4.0011
Cl -1.9102 2.1821 4.9628
Cl 2.1098 -0.3535 -2.3389
C 0.5213 -0.9613 -2.5072
H 0.4403 -2.0385 -2.4540
H -0.0768 -0.4479 -3.2480
F 2.1715 0.5943 0.9485
P 3.0554 -0.8353 1.3836
F 3.7400 -2.2009 1.7060
F 2.0059 -1.6284 0.2742
F 3.9078 0.0108 2.3889
F 4.0082 -0.5238 0.1611
F 1.9074 -1.0817 2.5029
F -4.9405 4.6762 -1.3332
C -4.7784 3.6067 -0.5569
C -4.4755 2.4155 -1.0863
N -4.3011 1.2945 -0.3056
C -3.8081 0.0577 -0.8651
C -2.2869 -0.0062 -0.7403
O -1.6955 -1.1002 -0.8569
O -1.6609 1.0517 -0.4557
C -4.2701 1.3827 1.0823
O -3.8820 0.4617 1.7786
N -4.6755 2.5923 1.5794
C -4.9407 3.7856 0.8851
O -5.2408 4.7962 1.4596
H -4.3727 2.3010 -2.1563
H -4.1079 -0.0425 -1.9068
H -4.2019 -0.7807 -0.2963
H -4.7352 2.6535 2.5861
N 0.7950 1.9884 -0.8501
H 1.6180 2.3338 -0.3656
H -0.0088 2.5654 -0.6265
H 0.9615 2.0055 -1.8495
*
```

## Properties
LUMO level (alpha / beta): -4.025 / -7.747 eV
HOMO (alpha / beta): -12.1 / -12.2 eV
F_max: 1.77 eV/A



What is the formula in the second record? C13H9Cl6F7N3O4PPd



F_max of number 1 (C13H8NO13OsS4)? 0.93 eV/A